Below is 8 unconnected molecules or ions with the total composition C48H37N2O30PS, with properties calculated with wB97M-V/def2-TZVPD.

XYZ file:
```
119
Properties=species:S:1:pos:R:3
H 4.94 3.65 -6.01
H 11.42 4.32 -5.36
H -6.73 0.85 11.71
C -9.98 0.28 10.56
H -7.56 -7.66 0.25
C -0.87 3.92 -4.15
C 3.70 4.07 -3.69
C -7.30 -3.57 3.55
H 7.32 4.69 -3.06
H -7.09 -2.10 6.73
C -5.59 0.85 -0.02
H -3.67 2.13 -2.14
O -11.00 -0.22 11.00
O 17.46 3.13 -10.68
C -8.94 -4.53 5.03
H -1.07 -2.80 7.26
H 3.80 6.10 -2.98
H -6.00 -2.72 2.53
C -3.03 0.89 1.37
H -7.55 2.18 7.63
O 1.27 6.55 -3.40
C -7.60 0.83 11.07
C 16.92 1.66 -12.45
H 2.63 2.55 -4.96
H -9.78 -4.45 7.12
O 7.60 3.53 -7.71
H -10.73 0.83 8.59
C 9.61 3.84 -8.87
C -6.99 -8.93 3.48
O -2.12 -1.24 5.42
C -4.27 -0.62 8.19
C -5.46 0.34 1.33
C -3.69 -1.50 9.17
P 5.44 3.50 -3.89
O 11.73 4.21 -9.81
O -2.23 1.84 -0.63
O -6.20 -9.83 -0.49
C 1.43 4.17 -3.95
C -2.54 -1.36 6.56
O -6.38 -0.15 1.96
C 15.17 2.80 -11.01
C -7.50 -8.01 2.39
C 2.64 3.60 -4.67
H -6.56 0.81 -0.49
C 6.47 5.00 -3.65
C -3.16 1.39 0.01
H -9.92 -0.50 12.67
C 1.94 5.58 -3.61
H 7.29 3.52 -6.78
O -8.99 -0.20 12.66
H -2.06 0.94 1.84
C -8.69 1.36 8.84
O -8.12 -7.03 2.75
H 2.71 4.23 -5.56
H 13.13 2.43 -11.44
S -2.21 3.59 -3.45
C 14.47 1.36 -12.80
O -9.11 -3.75 7.27
C -7.21 -8.34 1.01
O -4.56 1.83 -1.88
H -2.57 -2.92 10.52
O -5.42 -11.38 1.46
O 16.10 0.27 -14.15
H 6.83 5.33 -4.63
C -8.30 -4.44 3.73
C -6.03 -10.39 1.82
H 1.27 3.64 -3.01
H 15.87 3.89 -9.67
H 9.15 3.71 -9.84
O -8.48 1.89 7.64
H -4.99 -0.36 3.47
O -9.84 -5.30 5.30
C -9.86 0.85 9.23
C -3.74 -0.54 6.96
C 8.90 3.76 -7.73
H -7.81 -7.72 4.61
O -5.87 -1.94 4.41
O -4.24 0.25 6.02
H -5.70 -10.67 -0.40
C 16.62 2.56 -11.35
C 9.55 3.95 -6.38
C 11.03 4.11 -8.82
C -6.30 -10.05 3.20
H -8.67 -5.08 2.94
O -1.99 -3.07 9.75
H 15.21 0.02 -14.46
O -6.45 1.85 9.28
H 17.96 1.48 -12.69
H 13.29 4.52 -8.39
C -6.80 -2.68 4.66
C 10.97 4.20 -6.33
C -8.78 0.32 11.47
C -4.51 1.35 -0.65
O 13.63 0.82 -13.49
C -7.48 1.37 9.74
H 5.93 5.80 -3.14
C -2.47 -2.30 8.78
C -1.94 -2.23 7.55
C 11.68 4.28 -7.47
O 8.83 3.88 -5.41
C -4.11 0.40 1.99
C 15.92 1.10 -13.14
O 5.62 3.17 -5.52
N 0.17 4.17 -4.70
O -4.11 -1.65 10.31
H -3.74 0.12 5.19
O 12.99 4.50 -7.47
N 3.32 5.51 -3.65
C -6.51 -9.45 0.74
C 14.17 2.25 -11.69
H 3.42 3.68 -2.70
O -4.08 -0.07 3.23
C -7.45 -2.75 5.95
H -5.94 -10.71 3.97
O -6.67 -3.42 2.39
O -7.30 -8.54 4.71
O 14.98 3.62 -9.98
C -8.46 -3.62 6.13
H -5.13 -0.03 8.49
```

Summary:
LUMO   -1.7 eV
Structure (SMILES)   CP(O)[C@@H]1C[C@H](N=C=S)C(=O)N1.O=C1C=C(O)C(=O)C=C1O.O=C1C=C(O)C(=O)C=C1O.O=C1C=C(O)C(=O)C=C1O.O=C1C=C(O)C(=O)C=C1O.O=C1C=C(O)C(=O)C=C1O.O=C1C=C(O)C(=O)C=C1O.O=C1C=C(O)C(=O)C=C1O
Net charge   0
2S+1   1
HOMO-LUMO gap   7.5 eV
Molecular weight   1184.8 Da

Löwdin population analysis, charges in e, atoms 1 to 6:
1 H 0.05
2 H 0.14
3 H 0.14
4 C -0.31
5 H 0.14
6 C -0.75



Below is a molecular structure, C48H37NNiO4P2S, with properties calculated with wB97M-V/def2-TZVPD.

XYZ file:
```
94
Properties=species:S:1:pos:R:3
H -3.74 -1.02 -0.44
C -0.04 -3.28 -4.63
H -1.11 3.45 2.46
H 5.57 -4.13 -1.69
S -6.56 -3.36 2.77
C 5.10 -0.89 -2.56
C -1.28 -4.08 0.49
H 1.08 7.04 -2.43
C 1.59 6.14 -2.10
C 2.33 4.24 4.38
H -2.33 -0.96 3.59
C 0.57 -3.01 -3.41
C 5.75 -2.10 -2.36
C 2.54 2.93 3.99
C 3.06 -1.85 -1.68
C 3.52 4.71 -2.13
C -3.08 -1.25 2.87
C -0.20 0.72 -3.04
C 1.57 4.09 -0.84
O 0.66 1.03 -2.14
C -5.70 -6.01 2.63
C 0.78 -4.28 1.71
H 3.37 6.56 -3.21
P 0.81 2.85 0.24
C -0.56 0.05 0.73
C 3.71 -3.06 -1.50
H -5.31 -6.87 3.17
H 4.52 4.49 -2.48
H 3.31 -0.95 0.42
H 6.79 -2.20 -2.62
H -6.72 -6.18 2.30
H -1.29 -0.20 -5.26
C -5.61 -4.78 3.47
C -3.87 -1.28 0.60
C 0.69 -2.88 -0.25
C -0.77 -1.00 -4.76
H -5.76 -2.26 0.29
H -1.23 -2.78 -1.21
H 3.24 0.18 -2.36
H 3.05 2.25 4.66
O 3.22 -0.67 1.34
H -1.05 -5.27 2.26
H 3.18 -3.91 -1.09
H -0.08 5.47 -0.93
H -4.37 -2.14 4.33
C -1.65 3.24 -0.89
C -4.22 -1.91 3.29
H 0.78 5.36 1.60
H -1.20 -2.49 -6.24
C 2.55 1.10 2.42
H -1.13 3.02 -1.81
C 3.76 -0.76 -2.21
C -2.88 -0.95 1.52
H 2.67 4.57 5.35
H 1.33 -4.69 2.54
C 1.70 5.12 3.52
C -1.65 -0.38 1.08
C 2.13 2.47 2.74
C -0.66 -3.22 -0.40
C 1.46 3.36 1.88
H 5.63 -0.05 -2.98
H 2.43 -3.14 0.99
H -3.56 3.40 -1.83
C -5.16 -2.32 2.35
N 2.54 0.53 1.28
H 1.08 -3.80 -2.88
C 2.86 3.82 -1.29
P 1.32 -1.49 -1.24
Ni 1.05 0.62 -0.20
H -4.77 3.80 0.29
C -3.01 3.67 1.50
C 1.27 4.68 2.28
C 2.87 5.87 -2.54
C -0.95 3.28 0.32
O -1.02 1.49 -3.53
H -3.54 3.82 2.43
C -0.56 -4.61 1.55
C -1.64 3.47 1.51
O -4.98 -4.67 4.48
C -0.72 -2.27 -5.30
C 1.39 -3.41 0.82
C 5.06 -3.18 -1.84
H -2.32 -4.33 0.36
H 3.35 2.91 -0.97
C -3.70 3.65 0.30
C -3.02 3.43 -0.89
H -5.09 -5.83 1.74
H 1.55 6.15 3.81
C 0.93 5.26 -1.26
C -5.00 -1.98 1.01
H 0.01 -4.28 -5.05
C -0.14 -0.71 -3.55
C 0.51 -1.73 -2.86
H 3.02 0.56 3.24
```

Summary:
LUMO (alpha / beta)   -0.4 / -0.6 eV
Net charge   0
2S+1   3
HOMO-LUMO gap (alpha / beta)   7.2 / 6.9 eV
Molecular weight   844.5 Da

Löwdin population analysis, charges in e, atoms 1 to 6:
1 H 0.12
2 C -0.07
3 H 0.10
4 H 0.11
5 S 0.95
6 C -0.07



Below is a molecular structure, C48H38ClFeN11O, with properties calculated with wB97M-V/def2-TZVPD.

XYZ file:
```
100
Properties=species:S:1:pos:R:3
C 2.81 -0.87 -0.82
H 1.69 -6.78 -2.26
C -2.37 0.43 3.06
C -2.00 -0.48 4.15
H 2.34 -6.51 -0.66
C -0.16 5.84 -4.38
C 2.77 2.60 2.32
H -2.00 6.13 -5.43
C -2.74 -1.37 4.90
H -0.71 -6.19 -1.54
H -8.54 2.30 1.99
C -6.33 3.11 -0.46
H -3.82 -1.45 4.78
H 1.38 -1.34 -2.98
C 2.84 3.35 1.15
Cl 6.06 -0.74 1.49
C -2.05 -2.15 5.83
O 0.15 -5.07 -3.55
H 2.65 -3.71 -0.45
H 1.15 -1.06 5.31
C -0.20 -5.64 -0.74
C 3.89 4.22 0.92
Fe -1.07 1.67 0.67
N 1.31 3.65 -0.74
H 3.01 -5.62 -2.01
H 5.58 3.66 3.81
N -3.10 1.70 0.56
C 1.64 -4.02 -0.19
H 1.05 -3.13 0.01
C -0.56 -3.19 -2.53
H -0.91 -4.96 -0.28
C -0.62 -0.38 4.29
C -7.60 2.34 1.46
H 2.80 -4.03 -3.08
N -0.88 -0.43 -0.26
H 5.72 4.98 1.74
N -1.27 -2.64 -0.23
C 3.68 -0.59 0.23
C 4.51 -2.13 -1.92
C -0.17 0.61 3.30
C -0.56 -0.94 -1.42
C -7.52 3.03 0.25
C 1.51 1.85 2.24
H -1.43 -3.84 -2.54
C -3.82 2.43 -0.34
C 0.07 -1.15 5.21
C 0.68 -4.13 -2.59
H 3.36 0.01 1.07
C 2.08 -6.01 -1.59
H -2.60 -2.86 6.43
C -2.27 4.80 -3.77
C 0.50 5.22 -3.32
N 1.09 1.02 3.19
C 0.10 3.63 -1.30
C -2.08 3.33 -1.63
C 4.97 -1.09 0.19
N -1.24 1.04 2.59
H 4.85 -2.73 -2.76
H -6.26 3.65 -1.40
C 1.61 3.05 0.40
H 0.11 -6.37 0.01
H -0.17 -2.67 6.70
H 3.92 4.81 0.01
N -3.61 0.61 2.63
H 2.78 -1.64 -3.97
N -1.02 3.00 -0.84
C 4.80 3.56 3.06
H 1.69 -3.56 -4.35
C 2.27 -1.96 -3.06
C 1.04 -4.92 -1.28
H -0.57 -2.61 -3.44
C -5.31 1.77 1.27
H 0.39 6.51 -5.03
H 1.55 5.39 -3.13
C -1.60 4.18 -2.73
H -3.33 4.66 -3.92
N -0.74 -2.26 -1.42
H 6.41 -2.22 -0.91
N -3.36 3.06 -1.42
H 0.83 -5.70 -3.78
C 5.39 -1.85 -0.89
N 0.88 2.12 1.07
C -0.24 4.38 -2.52
C -0.67 -2.04 5.98
H -0.18 -0.38 -2.26
C -5.23 2.47 0.07
C -1.32 -1.51 0.44
H 3.68 2.11 4.21
C 3.20 -1.65 -1.90
H 1.80 -0.48 -0.77
C 1.90 -3.45 -3.28
C -1.52 5.63 -4.60
H -1.69 -1.48 1.46
C 3.74 2.69 3.30
C -6.48 1.69 1.98
C -3.94 1.31 1.55
C 4.88 4.31 1.89
H 1.70 -4.60 0.74
H -8.41 3.53 -0.12
H -6.53 1.14 2.92
```

Summary:
LUMO (alpha / beta)   -4.3 / -5.1 eV
Net charge   +1
2S+1   6
HOMO-LUMO gap (alpha / beta)   5.0 / 5.8 eV
Molecular weight   876.2 Da

Löwdin population analysis, charges in e, atoms 1 to 6:
1 C -0.04
2 H 0.09
3 C -0.26
4 C -0.12
5 H 0.09
6 C -0.05



Below is a molecular structure, C48H38CsIN6O2P, with properties calculated with wB97M-V/def2-TZVPD.

XYZ file:
```
97
Properties=species:S:1:pos:R:3
H -2.10 5.54 5.61
C -0.28 -0.81 3.53
H 2.90 -1.80 3.16
C -1.04 -3.28 -2.48
C -1.75 4.54 -2.51
H -5.52 -3.19 -5.41
H -0.43 3.88 -5.55
C -0.72 2.49 -3.95
O -2.73 1.74 -0.47
H -3.76 4.61 1.37
H 0.17 2.24 4.08
C -1.29 4.79 -3.79
C -3.83 -4.32 -4.77
C -0.34 -4.47 -2.49
C -2.05 -0.44 5.24
H 1.89 -4.30 2.08
H 0.57 -4.55 -1.91
H -2.75 -0.33 4.42
P -0.31 -1.87 -1.52
C 2.02 0.45 -4.75
H 4.22 -1.57 1.99
C -0.86 3.88 5.02
C 0.17 -0.93 6.02
C -0.78 3.74 -4.54
H 6.31 2.24 0.19
C 2.07 0.80 -3.41
H -2.17 5.31 -1.88
H 2.65 -2.27 -2.37
C 3.02 2.64 -0.40
I -2.84 -0.27 -2.17
H 1.19 -1.19 5.79
Cs -1.14 0.45 0.90
H 1.35 0.37 -1.43
C 0.51 -0.96 -2.89
H -0.32 3.82 5.95
H 2.31 3.23 -0.96
C -2.21 3.90 2.64
H -2.18 -6.36 -4.59
H -4.10 -5.21 -5.33
N -1.26 3.00 2.84
H 0.03 -3.18 0.89
C 2.06 -3.86 1.10
H 4.76 3.70 -1.11
C 3.53 -3.31 -0.71
C -3.12 -2.06 -3.28
H -1.90 -0.29 8.62
C 1.20 -2.68 -0.83
H -3.55 2.84 1.41
C -2.26 -3.19 -3.23
H 4.18 -0.63 3.50
C -0.72 -0.75 4.96
H -1.33 5.79 -4.21
H -0.32 1.63 -4.48
C 2.73 -0.02 2.03
H -3.50 -0.01 6.76
C 3.57 -1.07 2.71
N 2.51 1.69 0.36
C 2.48 -2.71 -1.39
N 0.96 -0.40 3.39
H -0.19 -2.10 -4.58
H 1.15 -0.85 -6.21
H 2.62 0.99 -5.47
C 4.38 2.90 -0.49
H 0.44 -0.94 8.14
H 4.52 -3.32 -1.16
C -0.59 3.00 3.98
C -1.67 3.24 -2.01
H 5.37 0.45 1.61
C 1.32 0.10 -2.48
C -1.57 -0.43 7.60
C -4.26 -2.08 -4.07
C 4.72 1.09 1.02
C 0.44 -1.29 -4.23
C 3.32 -3.89 0.53
C -2.66 -4.34 -3.99
H -0.12 -6.47 -3.24
H 2.71 1.61 -3.08
C 1.01 -3.24 0.44
C -0.73 -5.58 -3.24
C -1.87 -5.51 -3.99
C -3.02 3.81 1.37
C -1.85 4.83 4.83
N 1.48 0.16 2.32
N -1.14 2.25 -2.71
C 1.20 -0.59 -5.16
C 5.24 2.09 0.23
H -3.31 5.57 3.43
O -1.03 -1.26 2.64
C -0.26 -0.78 7.33
N -2.27 3.93 0.14
H 4.14 -4.36 1.05
C -2.47 -0.27 6.55
C 3.32 0.92 1.09
C -2.53 4.85 3.62
C -2.26 2.91 -0.66
C -4.62 -3.21 -4.81
H -4.89 -1.20 -4.08
```

Summary:
LUMO   2.2 eV
Net charge   -1
2S+1   1
HOMO-LUMO gap   6.7 eV
Molecular weight   1021.7 Da

Löwdin population analysis, charges in e, atoms 1 to 6:
1 H 0.10
2 C -0.59
3 H 0.06
4 C -0.30
5 C -0.02
6 H 0.10